Molecular formula: C44H86O19S4
Method: DFT, ωB97M-V/def2-TZVPD

Each line ends with the Mulliken charge.
Cartesian coordinates (Å):
C  -0.39844  -0.11046  -4.35369  -0.014
C  -0.26956  -0.01032  -5.84348  0.227
C  -1.62297  0.04237  -6.58714  -0.114
O  -1.53693  1.23872  -7.36708  -0.401
C  -0.41952  1.91931  -7.07882  0.611
O  -0.17720  3.01624  -7.47054  -0.550
O  0.31372  1.26152  -6.15960  -0.390
H  0.58523  -0.26320  -3.89254  0.247
H  -0.97603  -0.96917  -4.01762  -0.261
H  -0.74170  0.81384  -3.88628  -0.197
H  0.32412  -0.83777  -6.23263  0.385
H  -2.48411  0.13650  -5.93143  0.070
H  -1.67035  -0.81886  -7.24941  0.295
C  4.45820  -1.38432  0.65528  -0.086
C  5.22922  -2.02122  -0.48827  0.386
O  6.23324  -1.51250  -0.93236  -0.630
C  4.71567  -3.32353  -1.07743  -0.758
H  3.66253  -0.79872  0.18888  -0.101
H  5.04962  -0.79899  1.35122  0.251
H  4.04566  -2.20146  1.25479  0.258
H  4.05589  -3.79897  -0.35184  0.109
H  5.59821  -3.96457  -1.13106  0.461
H  4.33448  -3.19510  -2.08519  0.162
C  -0.70476  0.96931  6.40181  -0.665
C  -1.77348  1.82645  5.78911  0.464
O  -2.82800  1.98169  6.35978  -0.609
C  -1.49010  2.39942  4.42902  0.404
H  -1.08241  0.69500  7.38794  0.393
H  0.22682  1.50394  6.59330  0.104
H  -0.49636  0.08071  5.80603  0.132
H  -1.83695  3.42462  4.30920  0.459
H  -1.90774  1.76258  3.64463  -0.263
H  -0.41790  2.38359  4.21081  -0.287
C  3.13364  2.56709  -1.90547  0.120
C  3.71765  3.26823  -0.69425  0.724
O  3.87590  2.66705  0.35060  -0.414
C  4.24792  4.67112  -0.87735  -1.397
H  2.12418  2.95821  -2.01845  -0.547
H  3.23041  1.51699  -1.63596  -0.286
H  3.74641  2.75713  -2.78561  0.674
H  4.64640  5.07587  0.05034  0.259
H  3.41331  5.32600  -1.13556  0.326
H  5.05269  4.59189  -1.60764  0.447
C  -5.69119  -2.34958  1.03244  -1.074
C  -4.22599  -2.17314  1.35123  0.469
O  -3.87906  -1.71150  2.40992  -0.597
C  -3.22086  -2.78390  0.39650  0.374
H  -6.32218  -1.52895  1.37048  0.321
H  -6.09368  -3.28510  1.42371  0.380
H  -5.81761  -2.41753  -0.05052  0.062
H  -2.86547  -3.71896  0.82450  0.548
H  -2.39967  -2.06765  0.30566  -0.616
H  -3.57435  -2.86119  -0.63065  -0.167
C  0.60120  -5.65806  2.56129  -1.367
C  1.21430  -4.31786  2.87223  0.919
O  2.20763  -3.92921  2.30535  -0.521
C  0.50267  -3.45947  3.89632  -0.364
H  0.75693  -6.30213  3.42730  0.431
H  1.00124  -6.05905  1.63135  0.250
H  -0.47580  -5.56804  2.38929  0.329
H  1.12938  -2.72037  4.39747  -0.058
H  0.07699  -4.06826  4.69553  0.510
H  -0.27387  -2.88450  3.38651  -0.057
C  -4.77271  2.45339  1.36186  -0.963
C  -4.30956  1.90824  0.03544  0.908
O  -3.63189  0.89699  0.01439  -0.125
C  -4.84341  2.56449  -1.22399  -1.487
H  -5.20712  3.44262  1.20937  0.426
H  -3.93111  2.54038  2.04772  0.081
H  -5.47444  1.75269  1.81085  0.272
H  -4.45742  2.20010  -2.16923  0.052
H  -4.73112  3.63639  -1.06007  0.517
H  -5.91423  2.32360  -1.24627  0.440
C  1.60146  4.32980  2.21847  0.283
C  2.52433  5.55313  2.24924  0.599
O  2.60908  6.34475  1.34288  -0.584
C  3.41650  5.68148  3.47377  -1.091
H  1.22494  4.34944  1.19560  -0.493
H  0.78626  4.57863  2.89980  0.674
H  2.14972  3.42935  2.47400  -0.207
H  2.78254  5.45307  4.33306  0.377
H  3.82633  6.68684  3.53624  0.389
H  4.25100  4.98656  3.39885  0.029
C  -0.04057  3.69359  -3.73974  -0.975
C  -0.86964  3.69737  -2.50468  0.793
O  -1.78632  2.91372  -2.35121  -0.400
C  -0.44336  4.63153  -1.39495  -0.749
H  0.10254  2.70962  -4.18234  -0.033
H  0.89458  4.21926  -3.55834  0.394
H  -0.59710  4.16706  -4.55835  0.477
H  0.56279  4.40255  -1.03786  -0.227
H  -1.14041  4.56755  -0.56131  0.246
H  -0.41638  5.66301  -1.75462  0.513
C  0.14857  -4.01510  -3.07580  -0.174
C  -0.59828  -4.50499  -1.84922  0.836
C  -0.26549  -5.98233  -1.71892  -0.991
S  1.52319  -6.06529  -2.08488  1.084
O  1.67931  -7.12788  -3.06879  -0.744
O  2.35670  -6.02799  -0.88824  -0.582
C  1.60275  -4.47095  -2.91495  -0.084
H  0.06474  -2.94430  -3.25152  -0.538
H  -0.28612  -4.48461  -3.96609  0.533
H  -1.63157  -4.16645  -1.88593  -0.084
H  -0.11082  -3.96350  -1.02642  -0.506
H  -0.73516  -6.56161  -2.51524  0.444
H  -0.54466  -6.48451  -0.79490  0.492
H  2.22219  -4.54001  -3.80363  0.718
H  2.06825  -3.80654  -2.18392  -0.428
C  5.24731  1.84550  5.61584  -0.797
C  5.20508  2.02590  4.07443  -0.079
C  4.43196  0.85197  3.47541  -0.390
S  3.09775  0.55821  4.66966  1.223
O  2.88147  -0.86810  4.78618  -0.818
O  1.94674  1.41863  4.41288  -0.384
C  3.89720  1.35889  6.10263  -0.867
H  5.55560  2.78840  6.06471  0.423
H  6.03816  1.12683  5.83774  0.306
H  6.21427  2.12095  3.67890  0.508
H  4.71362  2.97477  3.85587  -0.408
H  5.08190  -0.01758  3.58655  0.425
H  4.01552  0.91887  2.47476  0.071
H  3.92045  0.72102  6.98800  0.470
H  3.18488  2.11954  6.42262  0.308
C  0.09815  0.95858  1.52931  0.542
C  -0.22207  -0.48729  1.91451  -0.268
C  0.55259  -1.35848  0.91479  0.218
S  0.32579  -0.57354  -0.67279  1.043
O  -0.89507  -1.10293  -1.24891  0.809
O  1.58376  -0.61853  -1.41535  -0.740
C  -0.02737  1.09565  0.00987  0.907
H  1.11208  1.20053  1.85147  -0.784
H  -0.63042  1.58699  2.03896  -0.193
H  -1.29647  -0.67336  1.87322  -0.460
H  0.16247  -0.64315  2.92219  0.518
H  0.18060  -2.37386  0.79097  0.059
H  1.62491  -1.34228  1.10439  -0.382
H  -1.08013  1.29536  -0.19217  -0.323
H  0.65998  1.84166  -0.37870  -0.610
C  -6.18366  -1.25345  -4.02320  -0.958
C  -5.54323  -0.92118  -2.68895  0.279
C  -4.04100  -0.99517  -2.86214  0.398
S  -3.83134  -2.57729  -3.74833  1.205
O  -4.00886  -3.69502  -2.84494  -0.779
O  -2.69808  -2.50788  -4.63128  -0.647
C  -5.39415  -2.38605  -4.67435  -0.804
H  -6.23015  -0.35765  -4.65127  0.327
H  -7.24902  -1.47802  -3.93342  0.390
H  -5.92262  -1.62802  -1.94564  -0.108
H  -5.85800  0.04254  -2.28446  -0.008
H  -3.39256  -0.98400  -1.98895  -0.688
H  -3.73740  -0.23475  -3.58552  0.399
H  -5.88822  -3.34799  -4.77215  0.492
H  -5.09851  -2.03815  -5.66543  0.290

Properties
**Max |F|**: 1.9 eV/A
**Gap between HOMO and LUMO**: 9.245 eV
**DFT total energy**: -129264.977 eV
**Energy above the lowest of the compared OMol25 structures with the same formula, charge and spin**: 0.0 kJ/mol
**HOMO energy**: -9.1 eV